No. 1
Molecular formula: C15H18BrN2O
Method: DFT, ωB97M-V/def2-TZVPD

```
37
Properties=species:S:1:pos:R:3:forces:R:3
C 2.4502 1.1911 -2.7632 0.54 0.93 0.18
O 1.0891 1.5156 -2.4405 -0.35 -1.09 1.14
C 0.2327 0.5087 -2.0681 1.65 -0.19 -1.87
C -1.1644 0.9971 -2.3890 -0.72 -0.53 -0.78
C -2.0882 -0.0104 -2.7060 -0.59 0.05 0.79
C -3.4293 0.2935 -2.9943 0.12 -0.14 -0.03
C -3.8441 1.6169 -3.1277 0.48 -0.19 0.25
C -2.8832 2.6276 -3.0392 0.26 -0.12 0.05
C -1.5442 2.3275 -2.7434 0.29 0.12 0.89
H 2.9603 2.1783 -2.8539 -0.35 -0.83 0.13
H 2.9009 0.6316 -1.9445 0.09 -0.05 -0.01
H 2.5784 0.6639 -3.7167 -0.47 -0.04 0.22
H 0.5146 -0.4641 -2.5104 -0.47 0.55 -0.26
H -1.7676 -1.0543 -2.6711 -0.21 0.24 0.19
H -4.1688 -0.5058 -3.0829 0.39 0.17 -0.15
H -4.8925 1.8589 -3.3072 0.34 -0.09 0.02
H -3.2078 3.6639 -3.1796 0.40 -0.38 -0.08
H -0.8107 3.1502 -2.7589 -0.39 -0.59 0.28
C 0.9742 -2.8258 4.0800 0.36 -0.58 -0.34
N 0.9673 -1.4208 3.6530 0.06 -0.09 0.04
C 1.3267 -0.5551 4.7951 -0.12 0.06 0.26
C 0.8697 -1.0147 2.3292 -0.48 0.18 1.24
C 0.1582 0.1489 1.9240 0.10 0.26 -0.73
Br -0.8533 1.0818 3.1925 -0.16 0.38 -0.09
C 0.0596 0.5289 0.5773 -0.15 -0.13 1.09
N 0.5561 -0.2276 -0.4316 -0.47 2.25 0.77
C 1.2442 -1.3304 -0.0644 0.13 -0.67 -0.39
C 1.3776 -1.7472 1.2593 -0.03 0.03 -1.12
H 0.6747 -3.4947 3.2561 0.08 0.30 0.41
H 1.9606 -3.1422 4.4686 -0.15 0.21 -0.47
H 0.3073 -3.0035 4.9460 -0.07 0.46 -0.61
H 1.5266 0.4677 4.4699 -0.02 -0.24 0.16
H 0.5490 -0.5668 5.5827 0.05 0.17 -0.62
H 2.2169 -0.9618 5.3202 -0.20 0.16 -0.70
H -0.4696 1.4653 0.3340 0.22 -0.72 -0.07
H 1.7297 -1.9303 -0.8522 -0.47 0.42 0.31
H 1.8988 -2.6618 1.4570 0.31 -0.27 -0.08
```
Positions in Å, forces in eV/Å.

net charge: +1
E_tot: -3340.84700 a.u.
HOMO energy: -12.0 eV
spin multiplicity: 1
structure (SMILES): CO[C@H](c1ccccc1)[n+]1ccc(N(C)C)c(Br)c1
orbital gap: 8.8 eV

The Mulliken scheme yields these atomic charges, measured in e: number 1, C, carries -0.7184; number 2, O, carries -0.3013; number 3, C, carries -0.0750; number 4, C, carries 0.4808; number 5, C, carries -0.6361; number 6, C, carries -0.5079; number 7, C, carries -0.4139; number 8, C, carries -0.5050; number 9, C, carries -0.2233; number 10, H, carries 0.2726; number 11, H, carries 0.3049; number 12, H, carries 0.3004; number 13, H, carries 0.5104; number 14, H, carries 0.3404; number 15, H, carries 0.3722; number 16, H, carries 0.3961; number 17, H, carries 0.3697; number 18, H, carries 0.3876; number 19, C, carries -1.1335; number 20, N, carries 0.0599; number 21, C, carries -1.1504; number 22, C, carries 0.8371; number 23, C, carries -0.2537; number 24, Br, carries -0.0952; number 25, C, carries -0.1938; number 26, N, carries -0.1123; number 27, C, carries -0.3309; number 28, C, carries -0.5251; number 29, H, carries 0.3789; number 30, H, carries 0.3815; number 31, H, carries 0.3304; number 32, H, carries 0.4190; number 33, H, carries 0.3595; number 34, H, carries 0.3303; number 35, H, carries 0.4154; number 36, H, carries 0.4238; number 37, H, carries 0.5049

No. 2
Molecular formula: C15H18CuN10O3S4
Method: DFT, ωB97M-V/def2-TZVPD

```
51
Properties=species:S:1:pos:R:3:forces:R:3
Cu -1.8683 1.8337 -1.9245 1.05 0.61 0.56
C 1.8966 0.1767 -4.9942 -1.34 1.16 -0.64
C 0.4752 -0.2357 -4.7623 -0.86 -1.51 -0.20
N -0.1645 -1.2185 -5.3615 1.09 0.12 -0.21
N -1.4307 -1.2469 -4.8847 -1.35 1.71 1.41
C -1.6379 -0.2006 -3.9895 1.09 -2.30 -0.40
S -2.9019 0.1835 -2.9501 -1.25 -0.61 -0.40
N -0.4042 0.3438 -3.8694 -0.57 0.03 -1.37
N -0.2211 1.4199 -3.0368 1.51 -0.09 0.96
H 2.3821 -0.6392 -5.5285 0.15 0.31 0.05
H 2.3766 0.4470 -4.0520 0.12 -0.19 -0.03
H 1.8058 1.1205 -5.6257 0.59 -1.15 0.56
H -2.1401 -1.9734 -5.1445 1.31 1.17 0.23
H 0.6098 1.1845 -2.4138 -0.46 0.06 0.29
H 0.1527 2.2194 -3.5188 -0.08 0.69 -0.56
O 0.7235 3.9528 -2.1671 -1.94 0.15 0.45
N -0.3497 4.4373 -1.7758 2.35 0.26 -0.63
O -1.3505 3.6798 -1.6596 -0.95 -0.53 0.25
S 4.3449 -4.0303 0.4591 0.49 -0.69 -0.07
C 3.5476 -2.6113 0.2508 -0.56 -1.01 1.99
S 3.8359 -1.6726 -1.1237 -0.57 1.43 0.02
C 2.7805 -0.3895 -0.4588 -1.02 -2.13 2.29
N 2.2309 -0.8087 0.6951 0.09 2.65 -1.81
N 2.6385 -2.0132 1.1296 1.48 -0.69 -1.35
C 2.0424 -2.5213 2.3349 -1.11 -1.14 -0.27
C 2.0455 -3.9258 2.6391 0.12 0.90 0.81
C 1.2543 -4.3722 3.7115 1.06 -0.28 -0.87
C 0.4601 -3.5289 4.4296 -0.58 -0.03 -0.02
C 0.3960 -2.2095 4.1177 0.46 1.78 -0.68
C 1.1875 -1.6763 3.0843 0.30 -0.75 0.50
S 2.4577 1.0996 -1.2050 -0.33 0.46 -0.29
H 2.7400 -4.6219 2.1665 -0.53 0.46 -0.07
H 1.2663 -5.4053 4.0189 0.20 -0.26 -0.26
H -0.1791 -3.8863 5.1912 -0.42 -0.54 0.80
H -0.2705 -1.5461 4.6857 0.39 -0.22 -0.29
H 1.1767 -0.6108 2.9562 0.02 0.15 -0.52
C -1.6205 2.2534 3.5014 1.24 -0.33 -1.14
N -2.2382 2.1444 2.2028 1.55 1.08 -0.66
C -3.6543 2.1008 1.9570 0.97 -0.14 -0.66
C -3.6266 1.6149 0.5154 -1.19 -1.20 -1.02
O -4.6204 1.1799 -0.0557 1.89 0.97 0.27
N -2.2780 1.6484 0.0215 -2.65 -0.26 -0.50
C -1.5160 1.8827 1.0660 -0.20 -0.23 1.15
N -0.1986 1.7286 1.0861 0.25 0.79 0.90
H -0.8326 1.4412 3.4835 -0.69 1.02 0.86
H -2.4221 2.0320 4.1410 -0.59 -0.48 1.55
H -1.2258 3.2654 3.7600 -0.09 -0.76 -0.36
H -4.2100 3.0287 2.0437 0.22 0.46 -0.07
H -4.1026 1.4092 2.6413 -0.48 -0.70 0.10
H 0.3759 1.4161 0.2814 -0.21 0.33 0.51
H 0.2612 2.1000 1.9306 0.06 -0.55 -1.15
```
Positions in Å, forces in eV/Å.

E_tot: -4588.80475 a.u.
HOMO energy (spin up / spin down): -7.1 / -7.0 eV
spin multiplicity: 2
orbital gap (spin up / spin down): 7.0 / 4.9 eV

The Mulliken scheme yields these atomic charges, measured in e: number 1, Cu, carries -0.7351; number 2, C, carries -0.9333; number 3, C, carries 0.7640; number 4, N, carries -0.7012; number 5, N, carries 0.1227; number 6, C, carries 0.4138; number 7, S, carries -0.3285; number 8, N, carries 0.5307; number 9, N, carries -0.1366; number 10, H, carries 0.3227; number 11, H, carries 0.2209; number 12, H, carries 0.2738; number 13, H, carries 0.2382; number 14, H, carries -0.0808; number 15, H, carries 0.3217; number 16, O, carries -0.3686; number 17, N, carries 0.1317; number 18, O, carries -0.1472; number 19, S, carries -0.4271; number 20, C, carries 0.2400; number 21, S, carries -0.1217; number 22, C, carries 0.2926; number 23, N, carries -0.6758; number 24, N, carries 0.4863; number 25, C, carries 0.5834; number 26, C, carries -0.2923; number 27, C, carries -0.6996; number 28, C, carries -0.4751; number 29, C, carries -0.4523; number 30, C, carries -0.1853; number 31, S, carries -0.4653; number 32, H, carries 0.1322; number 33, H, carries 0.3414; number 34, H, carries 0.4076; number 35, H, carries 0.2743; number 36, H, carries 0.3909; number 37, C, carries -0.8953; number 38, N, carries 0.0637; number 39, C, carries -0.4544; number 40, C, carries 0.4194; number 41, O, carries -0.5845; number 42, N, carries -0.1356; number 43, C, carries 0.7924; number 44, N, carries 0.0399; number 45, H, carries 0.2505; number 46, H, carries 0.3955; number 47, H, carries 0.2057; number 48, H, carries 0.2811; number 49, H, carries 0.3739; number 50, H, carries -0.2649; number 51, H, carries 0.2498

No. 3
Molecular formula: C15H18N2O2
Method: DFT, ωB97M-V/def2-TZVPD

```
37
Properties=species:S:1:pos:R:3:forces:R:3
O 2.8240 1.6251 -0.4947 -0.05 0.23 -0.10
C 2.6712 0.5143 -0.0214 0.08 -0.11 0.14
N 3.6788 -0.1418 0.6142 0.20 -0.30 0.05
H 3.5152 -1.0611 0.9891 -0.13 0.13 0.01
C 5.0187 0.3824 0.6676 0.34 0.02 -0.19
H 4.9475 1.4441 0.4108 0.07 -0.13 0.10
H 5.4217 0.2831 1.6802 -0.01 0.06 -0.10
C 5.9510 -0.3256 -0.3298 -0.48 0.03 0.05
O 7.2567 0.1898 -0.2931 0.37 0.28 0.07
H 7.2252 1.1246 -0.5270 0.02 -0.09 -0.01
H 5.5219 -0.2464 -1.3389 -0.03 -0.08 0.13
H 6.0449 -1.3845 -0.0731 -0.09 0.05 -0.06
C 1.3692 -0.2045 -0.0488 -0.29 0.04 -0.13
C 0.2168 0.5644 -0.0241 0.10 -0.14 0.01
C -1.0201 -0.0687 -0.0459 0.08 -0.52 -0.01
C -1.0751 -1.4864 -0.1139 0.48 0.38 0.00
C 0.0788 -2.2562 -0.1678 -0.04 -0.12 0.02
C 1.2925 -1.6050 -0.1302 0.01 0.08 0.04
H 2.1982 -2.1902 -0.2047 0.06 -0.05 -0.01
H 0.0274 -3.3328 -0.2429 0.03 -0.10 -0.02
N -2.3892 -1.8521 -0.1265 -0.21 -0.30 -0.03
C -3.1674 -0.7197 -0.0693 -0.01 0.36 -0.01
C -2.3717 0.3875 -0.0223 -0.34 -0.11 0.03
C -2.9094 1.7778 0.0449 -0.07 -0.04 -0.06
C -4.3875 1.7685 -0.3516 0.03 0.09 0.24
C -5.1418 0.6604 0.3838 -0.04 -0.02 -0.22
H -4.9721 0.7663 1.4572 -0.05 0.00 0.07
H -6.2140 0.7505 0.2006 0.00 -0.01 0.07
C -4.6552 -0.7192 -0.0699 -0.06 0.02 0.06
H -5.0257 -0.9296 -1.0795 -0.04 -0.04 0.03
H -5.0433 -1.4992 0.5913 -0.01 -0.01 -0.04
H -4.4715 1.6027 -1.4277 -0.02 0.04 -0.07
H -4.8373 2.7364 -0.1239 -0.02 0.01 -0.07
H -2.8001 2.1655 1.0633 0.01 0.10 -0.03
H -2.3414 2.4353 -0.6167 0.01 0.05 0.04
H -2.7363 -2.7949 -0.1757 0.04 0.10 0.01
H 0.2995 1.6394 0.0164 0.04 0.12 -0.02
```
Positions in Å, forces in eV/Å.

E_tot: -842.42569 a.u.
HOMO energy: -7.9 eV
spin multiplicity: 1
structure (SMILES): O=C(NCCO)c1ccc2[nH]c3c(c2c1)CCCC3
orbital gap: 8.6 eV

The Mulliken scheme yields these atomic charges, measured in e: number 1, O, carries -0.6709; number 2, C, carries 0.3254; number 3, N, carries -0.1632; number 4, H, carries 0.2452; number 5, C, carries -0.7199; number 6, H, carries 0.4221; number 7, H, carries 0.2716; number 8, C, carries -0.3895; number 9, O, carries -0.5248; number 10, H, carries 0.3151; number 11, H, carries 0.2871; number 12, H, carries 0.3109; number 13, C, carries 0.6588; number 14, C, carries -0.5387; number 15, C, carries 0.6573; number 16, C, carries -0.6131; number 17, C, carries -1.1348; number 18, C, carries -0.7477; number 19, H, carries 0.4386; number 20, H, carries 0.3857; number 21, N, carries -0.0448; number 22, C, carries -0.0223; number 23, C, carries 0.8062; number 24, C, carries -0.5825; number 25, C, carries -0.8635; number 26, C, carries -0.7521; number 27, H, carries 0.3071; number 28, H, carries 0.3399; number 29, C, carries -0.6743; number 30, H, carries 0.2700; number 31, H, carries 0.3701; number 32, H, carries 0.3319; number 33, H, carries 0.3539; number 34, H, carries 0.2864; number 35, H, carries 0.3546; number 36, H, carries 0.1925; number 37, H, carries 0.5118